{
  "formula": "C12H20O2",
  "method": "ωB97M-V with the def2-TZVPD basis set",
  "symbols": ["C", "C", "C", "C", "C", "C", "C", "C", "C", "C", "C", "C", "O", "O", "H", "H", "H", "H", "H", "H", "H", "H", "H", "H", "H", "H", "H", "H", "H", "H", "H", "H", "H", "H"],
  "xyz": [[-1.3834, 0.8851, -3.0700], [-1.0115, 0.8003, -1.9289], [1.4804, 0.2364, -0.5641], [0.5667, 0.9035, 0.0541], [5.1170, 1.4383, -0.1651], [-3.5907, -1.1092, -0.5303], [-2.5699, -2.2960, 1.2836], [-3.3572, 0.0564, 1.5731], [2.9150, 0.2289, -0.2576], [3.6506, 1.4589, -0.6874], [-0.7952, 1.0909, -0.5451], [-2.6307, -0.8679, 0.5788], [-1.5263, 2.1091, -0.0454], [-1.3863, -0.6025, 0.2143], [-1.5113, 0.5935, -4.0722], [1.3314, -0.3464, -1.3613], [0.7611, 1.4447, 0.9607], [5.5337, 0.5024, -0.5344], [5.6401, 2.2336, -0.5327], [5.1056, 1.4131, 0.9072], [-3.7565, 0.0514, -0.9390], [-3.1895, -1.6559, -1.3046], [-4.5209, -1.5100, -0.0721], [-1.7526, -2.2280, 2.0811], [-2.3826, -3.1968, 0.7352], [-3.4962, -2.4219, 1.8577], [-2.7937, 0.2439, 2.4578], [-3.7380, 1.0569, 1.0292], [-4.2047, -0.3746, 1.8970], [3.0584, 0.2655, 0.8190], [3.3945, -0.6478, -0.7082], [3.1572, 2.3018, -0.3762], [3.5733, 1.5417, -1.7551], [-1.1261, 2.4758, 0.8255]],
  "forces_ev_per_angstrom": [[0.7461, -0.9622, 0.3943], [-0.7360, 1.0872, 0.0775], [2.3204, 0.5710, 1.2716], [-2.3155, 1.4194, -0.4797], [-2.6281, -2.3393, -0.4586], [-2.0692, 4.9606, 0.1350], [1.0688, 1.4335, 2.8008], [1.7827, 3.4273, -2.6496], [0.6453, -0.2180, 1.4186], [1.7785, -1.0245, -0.8837], [-0.0452, -2.4534, 2.8296], [-2.2344, -2.7651, 1.5363], [0.8567, 0.7779, 1.3158], [3.1509, 2.7705, -1.3202], [-0.3605, 0.2666, -0.6508], [-1.5598, -1.7592, -3.3070], [0.0777, 0.2522, 0.3776], [0.4295, 0.0276, 0.1217], [1.5657, 2.1146, -0.8163], [0.1483, 0.0897, 0.5903], [-0.2282, -3.0279, 0.4818], [0.7267, -1.4783, -1.6530], [0.3839, 0.2814, -0.8969], [-0.8989, -0.1706, -0.9665], [0.1350, -0.0897, -0.9579], [0.0295, -0.1745, -0.2154], [0.7827, 0.5491, 0.5534], [1.2127, -1.9774, 1.3166], [-3.1237, -1.7378, 0.9662], [0.0290, -0.7581, 0.4135], [-0.0288, 0.0244, 0.4053], [-1.2783, 2.1450, 1.2377], [0.5042, -0.0263, -0.8641], [-0.8679, -1.2358, -2.1239]],
  "energy_ev": -16857.031,
  "lumo_ev": [0.4, 0.4],
  "e_above_lowest_ev": 6.5278
}

=====

{
  "formula": "C12H21Br2NO18S4",
  "method": "ωB97M-V with the def2-TZVPD basis set",
  "symbols": ["C", "C", "Br", "C", "Br", "N", "C", "O", "O", "H", "H", "H", "H", "H", "C", "C", "O", "S", "O", "O", "O", "H", "H", "H", "H", "C", "C", "O", "S", "O", "O", "O", "H", "H", "H", "H", "C", "C", "O", "S", "O", "O", "O", "H", "H", "H", "H", "C", "C", "O", "S", "O", "O", "O", "H", "H", "H", "H"],
  "xyz": [[3.5410, -1.5788, -0.5015], [4.3484, -0.1622, -0.6089], [5.3641, 0.1378, -2.2996], [4.3105, 0.8015, 0.4871], [3.2723, 0.3225, 2.1346], [5.0479, 2.0933, 0.3724], [4.3455, 3.2045, 1.1212], [5.0664, 3.8753, 1.9364], [2.9620, 3.5423, 0.9059], [3.9080, -2.2798, -1.3471], [3.6231, -2.0623, 0.5458], [2.4194, -1.3706, -0.7318], [4.9700, 2.4032, -0.6307], [2.8873, 3.9774, 0.0047], [-1.1153, -0.9144, 1.8416], [-0.8356, -2.1818, 2.6370], [-0.6178, -3.1963, 1.6564], [0.0673, -2.5258, 0.3429], [1.4894, -2.7344, 0.4206], [-0.7153, -2.8866, -0.8109], [-0.2383, -0.9714, 0.7162], [-2.1443, -0.9006, 1.4712], [-0.9281, -0.0115, 2.4253], [-1.6638, -2.4521, 3.2936], [0.0798, -2.0822, 3.2287], [5.4395, 6.3689, -1.3184], [6.2715, 5.6065, -2.3404], [5.3723, 4.6628, -2.9227], [3.8774, 5.3036, -2.9491], [3.6486, 5.8558, -4.2537], [2.9754, 4.3772, -2.3229], [4.1549, 6.5308, -1.9208], [5.3142, 5.7885, -0.3991], [5.8724, 7.3412, -1.0767], [7.1234, 5.0977, -1.8871], [6.6255, 6.2704, -3.1351], [-4.3628, -5.6817, -2.8381], [-4.4600, -6.4184, -1.5082], [-3.3645, -5.9342, -0.7337], [-3.0736, -4.3842, -1.1377], [-3.7233, -3.5392, -0.1736], [-1.6855, -4.2536, -1.4760], [-3.9499, -4.3558, -2.5083], [-3.5975, -6.1268, -3.4809], [-5.3162, -5.6625, -3.3694], [-4.3988, -7.5012, -1.6266], [-5.3851, -6.1619, -0.9823], [-6.2255, 1.4092, 2.0533], [-6.2709, 0.0108, 1.4523], [-5.0892, -0.6344, 1.9244], [-4.7284, -0.0629, 3.4025], [-5.2431, -0.9819, 4.3780], [-3.3642, 0.3832, 3.3948], [-5.7000, 1.2390, 3.3697], [-5.5427, 2.0566, 1.4951], [-7.2127, 1.8730, 2.0941], [-6.2916, 0.0270, 0.3617], [-7.1337, -0.5506, 1.8238]],
  "forces_ev_per_angstrom": [[0.4057, 1.2538, -1.1501], [-1.1218, 0.7108, 3.7482], [-0.9835, 0.0656, 1.8002], [0.5289, -2.3088, -4.1539], [1.3380, 0.8411, -1.8272], [-3.2279, 0.3283, 0.5833], [2.8690, 2.9331, 2.9287], [-3.9206, -3.0971, -3.8243], [2.7521, -0.2983, -0.9303], [-0.4458, 1.1080, 1.6276], [0.0704, 1.0107, -1.9868], [2.4463, -0.1208, 0.4392], [0.1948, -0.7380, 0.8815], [0.0675, -0.8818, 1.0515], [-0.6065, 0.0442, 0.2805], [0.2613, 0.4818, 0.4130], [0.0038, 0.3115, -0.9293], [-0.1626, 0.4428, -0.1451], [-1.9511, -0.5882, 0.1802], [4.9880, 5.1687, 3.5593], [0.5313, -0.8374, 0.1973], [0.0843, -0.0026, 0.0889], [0.1057, -0.1075, -0.2240], [0.0497, -0.1461, -0.2616], [-0.0817, 0.0429, 0.0134], [0.4662, -0.3514, 0.4988], [0.3605, 0.6847, -0.0864], [-1.0448, 0.0327, 0.4238], [0.3964, 0.4476, -0.3552], [-0.1780, -0.6644, 1.2970], [0.5965, 0.5411, -0.4887], [-0.1319, -0.5871, -0.8545], [0.0933, 0.0642, 0.0032], [-0.2595, -0.0507, -0.1410], [-0.2542, -0.1683, -0.0933], [0.0164, -0.0176, 0.0976], [0.1812, -0.5225, -0.2073], [-0.5910, 0.1103, -0.0458], [0.1728, 0.4989, -0.3509], [0.7139, -0.3928, -0.4655], [0.6973, -0.4342, -0.8123], [-5.5617, -5.1245, -1.8310], [-0.1386, 0.0498, 0.8271], [-0.0743, -0.0251, 0.0436], [0.1218, 0.2255, 0.1147], [0.2236, 0.1549, 0.1176], [-0.0077, -0.0643, -0.1012], [0.0895, 0.1996, -0.6599], [-0.6950, 0.0587, 0.0903], [0.5749, 0.6176, 0.6763], [-0.4108, -0.1290, -0.0064], [0.7602, 0.9166, -0.6697], [-1.0001, -0.6095, 0.1762], [0.3319, -0.9205, 0.1137], [-0.0782, -0.0449, -0.0079], [0.1542, -0.0938, 0.2442], [0.2677, -0.1015, 0.1560], [0.0120, 0.0827, -0.0631]],
  "energy_ev": -234546.487,
  "lumo_ev": 0.3,
  "e_above_lowest_ev": 4.4384,
  "smiles": "C/C(Br)=C(\\Br)NC(=O)O.O=S1(=O)OCCO1.O=S1(=O)OCCO1.O=S1(=O)OCCO1.O=S1(=O)OCCO1"
}

=====

{
  "formula": "C12H21BrO9S",
  "method": "ωB97M-V with the def2-TZVPD basis set",
  "symbols": ["C", "O", "S", "O", "O", "C", "C", "C", "Br", "H", "H", "H", "H", "H", "H", "H", "H", "H", "C", "C", "C", "O", "C", "O", "O", "H", "H", "H", "H", "H", "H", "C", "C", "C", "O", "C", "O", "O", "H", "H", "H", "H", "H", "H"],
  "xyz": [[-0.5074, 1.1515, 1.8015], [-1.1827, -0.1215, 1.8017], [-0.1998, -1.3324, 2.3941], [-0.9338, -1.8680, 3.5698], [-0.3017, -2.5167, 1.2330], [0.7752, -2.4262, 0.2824], [0.2967, -3.2451, -0.9719], [-1.0321, -2.5901, -1.5049], [-1.0373, -2.3480, -3.4579], [-1.1284, 1.8995, 1.2707], [0.4267, 1.0415, 1.1998], [-0.2184, 1.5045, 2.8163], [1.6867, -2.9463, 0.6566], [1.0658, -1.3867, 0.0239], [1.0903, -3.3528, -1.7327], [0.0064, -4.2456, -0.5686], [-1.8975, -3.2036, -1.1738], [-1.1702, -1.5982, -1.0216], [5.4464, -3.7779, -2.8539], [4.3726, -2.8343, -3.3449], [4.8921, -1.5354, -3.8962], [3.7908, -0.6527, -3.6713], [3.1145, -1.1327, -2.5970], [2.2580, -0.5448, -2.0227], [3.5506, -2.3775, -2.2635], [5.0055, -4.5877, -2.2705], [5.9993, -4.2072, -3.6903], [6.1513, -3.2633, -2.1976], [3.7235, -3.3444, -4.0646], [5.1347, -1.5921, -4.9565], [5.7588, -1.1509, -3.3507], [-5.6134, 5.3766, 3.0497], [-4.6769, 4.3415, 2.4702], [-3.6136, 3.8659, 3.4208], [-2.5701, 3.4686, 2.5279], [-2.7070, 4.2215, 1.4052], [-1.8984, 4.2837, 0.5374], [-3.8874, 4.8936, 1.4097], [-6.2075, 5.8386, 2.2597], [-6.2874, 4.9265, 3.7797], [-5.0575, 6.1800, 3.5375], [-5.2500, 3.5042, 2.0580], [-3.9393, 3.0276, 4.0353], [-3.2282, 4.6570, 4.0703]],
  "forces_ev_per_angstrom": [[1.1564, 0.4067, -0.7890], [0.3044, -0.8728, 0.1436], [-1.2740, -0.5832, 1.8516], [1.1502, 0.7090, -2.2988], [-0.1998, 1.1838, 0.7211], [0.8755, -1.0349, -1.4508], [-0.9993, 0.5205, 0.9417], [0.3647, -0.0699, 0.9268], [-0.1031, -0.1447, 0.6520], [0.1931, -0.6829, 0.5606], [-0.5087, 0.2430, 0.4452], [-0.5013, -0.2880, -0.5701], [-0.5809, 0.4282, 0.1424], [-0.4602, -0.5281, 0.0861], [-0.4361, 0.2259, 0.4678], [0.4960, 0.5563, -0.4791], [0.5117, 0.4104, -0.7379], [0.1333, -0.5222, -0.7137], [-0.0532, -0.0263, 0.3668], [0.5945, -0.6803, 0.0766], [0.1246, 0.1577, -0.4375], [-0.0908, -0.1415, 0.2459], [-0.1407, 0.1419, 0.0475], [-0.0299, 0.0053, 0.0845], [-0.1494, 0.3609, -0.1664], [-0.0216, -0.0296, -0.1563], [-0.0682, 0.0280, -0.0134], [-0.0332, 0.0594, -0.0700], [-0.0034, 0.1209, -0.0092], [-0.1647, 0.1536, 0.0197], [-0.0134, -0.1553, 0.0524], [0.0548, 0.3061, -0.1862], [-0.6782, 0.4383, 0.3420], [0.0113, -0.3972, 0.3583], [-0.1241, 0.2363, -0.1080], [0.1131, 0.1528, -0.2629], [0.0154, -0.0709, 0.0431], [0.3558, -0.3035, 0.0445], [-0.0558, -0.1437, 0.0317], [0.0340, -0.0458, -0.0486], [0.0465, -0.0857, 0.0077], [0.1106, -0.0291, 0.0350], [0.1797, -0.0819, -0.1240], [-0.1357, 0.0722, -0.0729]],
  "energy_ev": -112088.877,
  "lumo_ev": 0.6,
  "e_above_lowest_ev": 0.0000
}

=====

{
  "formula": "C12H21Cl3N3O",
  "method": "ωB97M-V with the def2-TZVPD basis set",
  "symbols": ["C", "C", "Cl", "C", "Cl", "C", "C", "N", "C", "Cl", "C", "N", "H", "H", "H", "H", "H", "H", "H", "C", "N", "C", "C", "C", "C", "O", "H", "H", "H", "H", "H", "H", "H", "H", "H", "H", "H", "H", "H", "H"],
  "xyz": [[-0.8238, -1.5525, 0.5229], [-2.3105, -1.5132, 0.8658], [-2.4797, -1.3979, 2.6543], [-3.0864, -2.7596, 0.4176], [-2.5619, -3.2345, -1.2166], [-4.6553, -2.6397, 0.4970], [-5.3374, -3.0330, -0.7395], [-5.8694, -3.3506, -1.7034], [-5.1917, -1.2571, 0.9332], [-6.9250, -1.4030, 1.3667], [-5.0211, -0.2453, -0.1111], [-4.7158, 0.5391, -0.8912], [-0.2779, -0.9059, 1.2077], [-0.4294, -2.5626, 0.6399], [-0.6670, -1.2406, -0.5074], [-2.7503, -0.6165, 0.4342], [-2.7963, -3.5692, 1.0837], [-4.9989, -3.3419, 1.2584], [-4.6943, -0.9077, 1.8320], [1.8883, 1.3849, 0.5621], [3.1049, 2.0668, 0.0090], [3.8396, 2.7097, 1.1441], [2.6839, 3.1246, -0.9565], [4.0554, 1.0852, -0.6417], [3.5722, 0.4119, -1.9048], [2.4294, -0.3695, -1.6105], [1.3728, 2.0910, 1.2095], [1.2441, 1.0866, -0.2560], [2.2024, 0.5131, 1.1288], [3.1814, 3.4318, 1.6196], [4.7237, 3.2094, 0.7565], [4.1255, 1.9393, 1.8559], [2.0958, 2.6720, -1.7489], [3.5705, 3.6036, -1.3656], [2.0777, 3.8532, -0.4241], [4.2872, 0.3414, 0.1201], [4.9597, 1.6484, -0.8718], [4.4016, -0.2143, -2.2462], [3.3662, 1.1420, -2.6932], [2.1882, -0.8829, -2.3894]],
  "forces_ev_per_angstrom": [[-0.0903, -0.2593, 0.1718], [0.2216, -0.0165, -0.2744], [0.0392, -0.0008, 0.1326], [-0.1560, 0.0921, 0.0678], [0.0774, 0.0345, -0.0609], [-0.0183, 0.0654, 0.1138], [0.1219, -0.1268, -0.0338], [-0.0897, 0.0359, 0.0144], [-0.5540, 0.0240, -0.0966], [0.1779, 0.0283, -0.0813], [0.2679, 0.0235, 0.0541], [-0.1455, 0.0019, -0.0224], [-0.0266, 0.1331, -0.0898], [0.0207, 0.0176, 0.0116], [0.0215, 0.0067, 0.0001], [0.0215, 0.0188, 0.1656], [0.0549, -0.0792, -0.1254], [0.0641, 0.0649, 0.0923], [0.0149, -0.0639, -0.0300], [-0.0857, 0.1123, 0.0164], [0.0111, 0.0172, 0.0063], [-0.0017, -0.0129, -0.0421], [-0.0117, -0.0149, 0.0177], [0.0114, 0.0015, 0.0066], [-0.1098, -0.0843, -0.0222], [0.0284, 0.0546, -0.0564], [0.0250, 0.0111, 0.0029], [0.0481, -0.0897, 0.0116], [-0.0036, -0.0084, -0.0018], [0.0002, -0.0041, 0.0090], [0.0006, 0.0016, 0.0056], [0.0047, 0.0033, 0.0033], [-0.0037, 0.0054, 0.0036], [-0.0038, 0.0083, 0.0003], [0.0027, 0.0046, -0.0037], [-0.0124, -0.0105, -0.0107], [0.0147, -0.0139, 0.0221], [0.0389, 0.0463, -0.0071], [0.0287, 0.0077, 0.0021], [-0.0054, -0.0353, 0.0271]],
  "energy_ev": -56862.174,
  "lumo_ev": -2.8,
  "charge": 1,
  "e_above_lowest_ev": 0.0000
}

=====

{
  "formula": "C12H21ClF7N2O5P2",
  "method": "ωB97M-V with the def2-TZVPD basis set",
  "symbols": ["C", "P", "O", "N", "C", "F", "F", "C", "F", "F", "C", "C", "Cl", "C", "P", "N", "O", "C", "C", "F", "F", "F", "H", "H", "H", "H", "H", "H", "H", "H", "H", "H", "H", "H", "H", "C", "C", "O", "C", "O", "O", "C", "H", "H", "H", "H", "H", "H", "H", "H"],
  "xyz": [[0.7909, 4.2960, 1.5233], [0.7957, 3.3264, -0.0436], [2.1285, 2.3950, 0.0876], [-0.7295, 2.1932, -0.0611], [-0.7479, 1.0816, 0.9023], [-1.9703, 0.6443, 1.1200], [-0.3326, 1.5206, 2.0694], [0.1243, -0.1685, 0.5208], [-0.6261, -1.0854, -0.0277], [0.5520, -0.6869, 1.6766], [-1.7903, 3.1848, 0.4096], [-3.1026, 2.9250, -0.3796], [-3.4028, 4.4303, -1.3833], [-2.7550, 1.8357, -1.4399], [-3.6321, 1.8856, -3.1354], [-5.2947, 2.3131, -2.8496], [-3.7000, 0.2869, -3.5406], [-1.2326, 1.9435, -1.4513], [-0.4314, 1.0864, -2.4281], [-0.5991, 1.6336, -3.6114], [0.8570, 1.0735, -2.1899], [-0.9008, -0.1181, -2.5282], [0.1117, 3.9584, 2.3012], [0.4879, 5.3086, 1.2618], [1.8182, 4.3745, 1.8695], [2.1416, 1.9770, 0.9688], [1.0207, 0.0495, -0.0596], [-1.9126, 3.2916, 1.4768], [-1.4708, 4.1171, -0.0624], [-3.9989, 2.7888, 0.2061], [-3.0817, 0.8865, -0.9928], [-5.4067, 2.6463, -1.8945], [-5.8623, 1.4741, -2.9649], [-4.1542, -0.2241, -2.8488], [-1.1110, 2.9438, -1.8889], [1.3324, -3.2992, 1.9417], [1.8788, -3.5698, 0.5552], [3.2902, -3.7976, 0.5830], [3.6630, -5.0227, 0.9774], [2.9230, -5.9206, 1.2826], [4.9941, -5.0655, 0.9805], [5.5425, -6.2996, 1.4554], [1.8838, -2.4903, 2.4183], [0.2793, -3.0333, 1.8941], [1.4346, -4.1767, 2.5795], [1.7299, -2.6955, -0.0807], [1.3662, -4.4060, 0.0796], [5.1208, -7.1481, 0.9213], [5.3663, -6.3994, 2.5255], [6.6129, -6.2642, 1.2743]],
  "forces_ev_per_angstrom": [[-0.6390, -0.3776, -0.0111], [1.7875, 1.5989, -1.6312], [-1.5452, -0.3828, 0.9072], [-1.2977, -0.2580, 1.9239], [0.6548, -1.9091, -0.5330], [-1.4388, -0.1099, -0.3056], [0.9227, 1.1456, 0.8808], [1.0894, 0.5481, 0.6745], [-1.0232, -0.6772, -1.2084], [0.2437, 0.3384, 0.8227], [-0.8929, 0.8357, -1.2819], [0.7144, 0.1993, -1.7909], [-0.1978, 0.1823, 0.5137], [-0.9955, -1.3974, 2.3875], [0.5088, 0.9148, -2.1018], [0.9708, -0.9288, 1.0117], [-0.3037, 0.5416, 1.1348], [-0.1339, 1.3865, -1.2223], [-1.0515, 0.7153, -0.2875], [-0.0689, 0.8016, -1.1507], [1.2895, -0.1801, 0.7902], [-0.2413, -1.9354, 0.4426], [0.2906, -0.1176, 0.2318], [-0.0951, 0.0084, -0.2284], [0.0960, -0.2828, 0.1258], [0.7032, 0.0501, -0.1313], [-0.1974, 0.1925, -0.4311], [0.2822, -0.3290, 0.1580], [0.3177, 0.2324, 0.6463], [0.0444, -0.3147, 0.1889], [0.2661, -0.1072, -0.0519], [-0.4659, 0.1612, -0.2084], [-0.1926, 0.1850, 0.0114], [0.0866, -0.2889, -0.3275], [0.4116, -0.0168, -0.0441], [0.2269, -0.4112, 0.2676], [-0.4108, 0.0819, 0.1185], [0.0541, 0.0331, -0.1287], [0.1022, -0.0313, 0.0857], [0.0157, 0.0993, -0.0564], [-0.1109, 0.0466, -0.0543], [0.2117, -0.2235, 0.0702], [-0.0151, 0.0409, -0.0381], [-0.0315, -0.0565, -0.0056], [-0.0354, -0.0740, -0.1190], [0.2414, -0.0141, -0.0724], [0.1044, -0.0921, 0.0724], [-0.1112, 0.0386, 0.0532], [-0.1034, -0.0565, -0.0387], [-0.0376, 0.1944, -0.0592]],
  "energy_ev": -76118.073,
  "lumo_ev": -3.1,
  "charge": 1
}